The following is a DFT calculation (ωB97M-V/def2-TZVPD) of 3 unconnected molecules or ions with the total composition C3H7NO2.

Last columns: bonded neighbours and bond lengths (Å).
Atoms and positions in Å:
1 C 1.3048 -1.1185 -0.1447  C2 1.307, H7 1.085, H9 1.085
2 C 1.2851 0.1885 -0.1369  C1 1.307, N3 1.237
3 N 1.5684 1.3920 -0.1679  C2 1.237, O4 1.392
4 O 0.5263 2.3061 -0.0424  N3 1.392, H10 0.966
5 C -1.6200 0.5146 0.1753  O6 1.206, H11 1.106, H12 1.107
6 O -2.3391 -0.4514 0.2321  C5 1.206
7 H 1.3997 -1.6753 0.7813  C1 1.085
8 H -0.5580 -2.4543 0.0515  H13 0.741
9 H 1.1976 -1.6676 -1.0741  C1 1.085
10 H 1.0049 3.1441 -0.0943  O4 0.966
11 H -1.3633 1.0112 -0.7794  C5 1.106
12 H -1.1698 0.9773 1.0743  C5 1.107
13 H -1.2366 -2.1668 0.1254  H8 0.741

Properties
molecular weight: 89.09 g mol⁻¹
2S+1: 1
LUMO: 0.470 eV
energy above the lowest of the compared OMol25 structures with the same formula, charge and spin: 141.4 kcal per mole
max |F|: 0.69 eV/A
E: -323.55557 Ha